[1]
Here is a structure of composition C38H32BCo2O11P from the Open Molecules 2025 dataset. Energies are from wB97M-V/def2-TZVPD.

Structure (XYZ):
```
85
Properties=species:S:1:pos:R:3:forces:R:3:mulliken_charge:R:1
Co -0.277 -0.542 -0.577 -0.4181 -1.8486 2.4230 1.78
Co 0.996 1.303 -1.623 -1.2331 -1.5426 0.1055 0.59
P 2.783 0.216 -1.227 1.8662 -0.3137 -0.6239 1.74
O 1.313 -2.622 0.689 -1.7873 2.3982 -1.4448 -0.42
O -2.252 -0.173 2.834 -1.2009 -0.2827 -1.6455 -0.48
O 1.465 3.718 -0.159 0.0450 -1.0869 -0.6408 -0.46
O -4.138 -1.683 2.200 0.8064 0.3492 -1.2822 -0.75
O -2.261 -2.898 1.878 -2.0115 -0.0136 0.3197 -0.51
O -1.981 -2.885 -0.940 1.4242 1.7768 0.4721 -0.41
O -4.376 0.646 2.376 0.8972 -0.6316 -1.5548 -0.64
O -6.051 0.172 0.889 0.9474 0.5238 1.3865 -0.52
O -0.015 -0.532 2.502 -2.6112 -0.3229 2.0003 -0.38
O -0.712 1.745 1.229 1.1182 -2.2069 -1.1715 -0.53
O 1.575 2.235 -4.295 -0.9297 -0.6147 2.0036 -0.43
C -0.935 -1.116 4.624 0.1295 -0.0248 0.0208 -1.45
C 4.655 -0.765 0.679 -0.0301 -0.2685 0.4175 -0.61
C 2.818 -2.456 -4.316 0.3653 0.2693 0.1900 -0.75
C -3.225 2.657 -0.630 0.6024 -0.2452 0.3218 0.07
C 4.261 -0.717 3.077 -0.2073 0.0528 -0.1749 -0.75
C 6.314 1.499 -3.046 -0.1339 0.1111 0.1779 -0.66
C -4.358 -4.038 2.351 0.0168 -0.2227 0.0384 -1.32
C 4.292 1.161 -1.739 0.2120 0.0971 -0.4240 0.88
C -5.974 2.590 -1.001 0.3672 0.0515 -1.3816 -0.68
C 1.306 1.868 -3.225 1.7718 0.7626 -2.2584 -0.33
C -3.071 0.080 -0.854 -2.2493 0.6549 -0.0148 0.62
C 3.033 -0.087 2.857 0.3852 0.0699 0.0262 -0.38
C 5.654 3.156 -1.413 -0.0796 -0.3141 -0.0374 -0.83
C 3.250 -3.651 -3.726 -0.3724 0.0352 0.0624 -0.66
C -1.713 0.094 -1.420 1.0632 1.1830 -0.5862 -0.60
C 4.532 2.386 -1.100 0.3094 -0.0013 0.0941 -0.52
C -3.800 1.459 -1.065 -0.9857 -0.3251 0.8502 0.39
C 3.441 -3.714 -2.343 -0.2946 0.0961 -0.1982 -0.79
C 5.073 -1.056 1.985 -0.1705 0.1495 -0.2449 -0.78
C 2.696 -1.298 -3.538 0.1478 -0.4225 -0.0017 -0.51
C 2.966 -1.346 -2.159 -0.3882 -0.3046 -0.1102 0.68
C -5.365 3.738 -0.495 -0.2218 -0.0828 0.2089 -0.41
C -3.467 -2.853 2.093 1.6445 -0.1762 0.1456 0.70
C -1.304 -1.981 -0.661 -1.4201 -1.9888 -0.0668 -0.70
C 0.797 -1.736 0.121 3.3842 -2.9666 1.8264 -0.14
C 5.184 0.733 -2.730 0.3029 0.1628 0.2996 -0.26
C 2.628 0.203 1.555 0.0158 -0.0795 0.1784 -0.02
C -5.639 0.729 1.892 -0.7762 -0.8914 -0.2947 0.82
C -6.500 1.527 2.833 -0.2927 0.1937 -0.0711 -1.35
C 3.392 -0.196 0.462 -0.1609 0.6070 0.2066 -0.05
C 3.245 -2.577 -1.555 0.8911 0.0450 -0.5242 -0.66
C 1.238 2.735 -0.729 -0.5302 3.0012 1.6428 0.34
C 6.556 2.705 -2.383 -0.2605 0.0306 -0.2110 -0.55
C -0.609 0.333 -2.207 -1.9358 -0.1548 -2.0266 0.11
C -0.335 0.818 0.620 -1.5924 2.5515 0.7133 -0.06
C -3.993 3.788 -0.301 0.7089 -0.6303 -0.5431 -0.92
C -1.029 -0.601 3.205 1.9110 -0.1894 -1.0745 0.37
C -5.175 1.505 -1.374 -0.0305 -1.2170 0.6366 -0.34
B -3.471 -0.430 2.059 0.2027 0.7140 4.4227 2.06
H -7.328 1.922 2.248 0.0313 0.2241 0.0499 0.36
H 5.832 4.097 -0.884 -0.0713 -0.3119 -0.2053 0.40
H 3.445 -2.638 -0.489 -0.1781 0.0137 -0.2410 0.37
H -7.043 2.575 -1.258 0.5389 0.0078 0.3654 0.39
H 4.594 -0.924 4.099 -0.1207 0.0018 -0.4177 0.37
H 0.118 -1.378 4.772 -0.3034 -0.0646 0.0494 0.31
H -3.493 4.679 0.092 -0.2660 -0.3397 -0.2277 0.42
H 1.694 0.742 1.391 0.5127 -0.3204 0.1436 0.50
H -2.140 2.641 -0.516 -0.2814 0.3544 0.2762 0.22
H 3.869 2.721 -0.303 0.0978 -0.0308 -0.2184 0.28
H -4.240 -4.758 1.532 -0.1324 0.2650 0.1199 0.33
H 5.309 -0.989 -0.167 -0.2059 -0.0106 0.2404 0.54
H 3.381 -4.545 -4.342 -0.0124 0.3201 0.2287 0.36
H 2.388 0.193 3.693 0.2565 -0.0699 -0.2588 0.46
H 2.424 -0.349 -4.014 0.0758 -0.4144 0.2082 0.29
H -5.410 -3.747 2.494 0.5047 -0.1242 -0.1705 0.34
H 6.033 -1.553 2.149 -0.2924 0.2563 -0.0657 0.41
H -0.480 -0.034 -3.256 -0.7618 0.5437 0.6210 0.70
H 7.010 1.145 -3.808 -0.2125 0.1099 0.2248 0.40
H -3.991 -4.553 3.248 -0.0819 0.1873 -0.1375 0.32
H -5.928 2.325 3.329 -0.2805 -0.3604 -0.1804 0.31
H 3.720 -4.656 -1.867 -0.0549 0.2603 -0.1614 0.42
H 2.638 -2.394 -5.392 0.0353 -0.1064 0.3671 0.44
H 5.040 -0.230 -3.214 -0.0151 0.2129 -0.0062 0.29
H -5.961 4.604 -0.251 -0.1336 0.0468 0.0728 0.42
H -1.207 -0.363 5.389 -0.1641 -0.3663 -0.5644 0.34
H -3.263 -0.313 0.331 1.3939 1.4138 -1.6978 -0.62
H -3.723 -0.790 -1.094 0.4173 0.6627 -1.1980 0.80
H -6.963 0.865 3.588 0.4829 0.1632 -0.2643 0.30
H 7.416 3.320 -2.654 -0.2002 -0.2605 0.1405 0.36
H -1.557 -2.022 4.718 0.1408 0.4435 0.0988 0.28
H -5.627 0.563 -1.740 0.0692 0.7748 0.2254 0.31
```
Forces are in eV/Å.

Output
- Total charge: 0
- Frontier orbital gap: 5.6 eV

---

[2]
Here is a structure of composition C38H32F2NNiSb2Te from the Open Molecules 2025 dataset. Energies are from wB97M-V/def2-TZVPD.

Structure (XYZ):
```
77
Properties=species:S:1:pos:R:3:forces:R:3:mulliken_charge:R:1
Te 3.294 -2.164 -0.865 -0.7017 0.4682 -0.1672 -0.68
Sb 2.357 0.111 0.956 -0.6478 -0.7369 -0.8277 0.89
Sb -1.018 0.807 -0.438 0.0298 0.4480 -0.3021 0.61
Ni 0.712 -1.473 -0.349 1.2208 -0.7587 1.0553 -0.65
F -2.919 -5.105 0.256 0.1011 0.0773 -0.0228 -0.38
F -2.525 -2.330 3.973 0.0494 0.0170 -0.0850 -0.38
N -0.092 -2.626 -1.732 0.4227 -0.0105 0.2536 0.81
C -1.953 4.667 -2.672 0.0365 -0.0759 0.0294 -0.69
C -3.274 -1.185 -1.130 -0.0364 0.0231 -0.0662 -0.25
C 6.592 -0.110 3.462 -0.0292 0.0219 -0.0314 -0.39
C -0.904 -3.571 -1.234 -0.1873 -0.0902 0.1179 0.61
C 0.668 0.967 -1.845 -0.1031 0.1023 0.0236 -1.04
C -1.785 2.723 -1.220 -0.3247 0.2515 0.2261 0.71
C 0.638 1.544 4.769 0.0487 -0.1108 -0.0517 -0.61
C -1.138 -1.897 2.101 0.1077 0.0990 0.1277 0.22
C 0.288 -2.682 -3.004 0.2370 0.2152 -0.2090 -0.37
C -1.304 -3.328 0.166 -0.0625 -0.1382 0.0234 -1.14
C 6.317 1.011 2.691 -0.0557 -0.0654 0.0061 -0.66
C -3.320 -0.780 -3.872 -0.0253 -0.0247 0.0439 -0.77
C -2.112 -2.653 2.721 0.1052 0.0677 0.0109 0.51
C 0.214 3.321 3.208 0.0103 -0.0072 -0.0741 -0.65
C -4.144 -1.923 -1.927 0.0375 0.0294 0.0284 -0.59
C -1.299 -4.646 -2.030 -0.0550 -0.0380 -0.1681 -0.97
C -0.109 -3.681 -3.869 -0.1550 -0.0968 0.0831 -0.99
C -2.283 -4.047 0.838 -0.0967 -0.1100 0.0745 0.64
C -2.901 3.212 -0.523 0.1751 0.0296 -0.2283 -0.85
C -0.712 -2.219 0.814 0.0794 0.5677 -0.5907 0.57
C 2.791 1.646 -0.482 -0.2003 0.1045 -0.1078 -1.34
C -2.708 -3.738 2.114 -0.0586 -0.0614 -0.0124 -0.85
C -3.067 5.118 -1.979 -0.0009 0.0211 -0.0103 -0.42
C 1.407 1.344 2.484 0.1325 0.0470 0.0182 0.33
C -4.158 -1.732 -3.300 0.0305 0.0371 0.0145 -0.50
C 4.502 -1.086 2.776 0.0997 0.0571 -0.0445 -0.69
C 0.099 2.792 4.485 -0.0080 -0.0026 0.0435 -0.45
C 4.213 0.043 2.011 -0.1232 -0.2322 0.1387 0.41
C -0.904 -4.697 -3.357 0.0449 0.1197 0.1240 -0.39
C -2.408 -0.252 -1.693 0.0713 -0.0397 -0.0788 0.38
C -2.459 -0.042 -3.070 -0.0332 -0.0988 -0.0013 -0.30
C 5.128 1.090 1.974 -0.0604 0.0022 0.0580 -0.24
C 1.288 0.823 3.773 -0.1327 0.2420 -0.0878 -0.67
C -3.543 4.386 -0.900 0.0625 -0.0819 0.0194 -0.58
C -1.322 3.485 -2.295 -0.1155 -0.0671 0.1421 -0.10
C 1.634 2.079 -1.408 0.1149 -0.0835 0.1577 -0.67
C 0.864 2.599 2.212 -0.0164 -0.1221 0.3149 -0.02
C 5.681 -1.159 3.506 -0.0350 0.0443 -0.0443 -0.58
H -1.821 0.703 -3.531 0.0183 0.0070 -0.0069 0.25
H -0.412 3.348 5.261 -0.0007 0.0096 -0.0103 0.36
H -3.260 -1.354 -0.060 -0.0021 -0.0199 0.0393 0.39
H -3.476 -4.318 2.605 0.0099 -0.0025 -0.0158 0.49
H -4.796 -2.659 -1.471 -0.0004 0.0070 -0.0019 0.43
H 0.547 1.128 5.766 0.0011 0.0022 0.0053 0.37
H -0.732 -1.036 2.623 -0.0327 0.0058 0.0014 0.35
H 1.216 0.037 -1.995 0.0416 -0.1406 0.0486 0.10
H -1.571 5.237 -3.511 0.0021 -0.0033 -0.0007 0.38
H -0.453 3.165 -2.856 0.0416 -0.0103 -0.0426 0.21
H 4.925 1.976 1.385 -0.0072 -0.0027 0.0046 0.24
H 7.029 1.827 2.647 -0.0036 0.0041 -0.0084 0.37
H 7.518 -0.169 4.022 -0.0049 -0.0058 -0.0002 0.35
H -3.336 -0.617 -4.943 0.0035 0.0069 -0.0015 0.39
H 3.588 1.174 -1.058 -0.0123 -0.0223 -0.0354 0.54
H 0.967 -1.903 -3.328 0.0100 -0.0464 0.0599 0.43
H 0.224 -3.672 -4.897 0.0022 -0.0005 0.0166 0.43
H 0.206 1.205 -2.804 -0.0129 0.0138 -0.0254 0.69
H 1.070 2.882 -0.931 -0.0216 0.0911 0.0502 0.29
H -3.555 6.038 -2.276 -0.0106 -0.0065 0.0086 0.36
H -1.216 -5.526 -3.980 0.0076 0.0109 -0.0005 0.41
H -4.822 -2.318 -3.925 0.0031 0.0077 0.0008 0.38
H -0.209 4.293 2.984 0.0007 -0.0003 -0.0092 0.41
H 3.819 -1.928 2.769 0.0198 -0.0067 -0.0014 0.41
H 2.077 2.536 -2.300 0.0209 -0.0246 -0.0096 0.41
H 1.705 -0.153 4.000 0.0029 -0.0148 0.0511 0.40
H -4.409 4.733 -0.349 0.0041 -0.0064 0.0048 0.39
H -1.914 -5.428 -1.620 -0.0014 0.0201 0.0254 0.54
H -3.280 2.657 0.331 -0.0104 -0.0023 0.0121 0.30
H 0.943 3.022 1.220 0.0068 0.0829 -0.1008 0.13
H 3.206 2.519 0.027 -0.0226 0.0079 0.0181 0.63
H 5.897 -2.041 4.096 -0.0059 -0.0012 0.0006 0.36
```
Forces are in eV/Å.

Output
- Total charge: -1
- Frontier orbital gap (spin up / spin down): 5.8 / 5.8 eV

---

[3]
Here is a structure of composition C38H32GeKNO4Si from the Open Molecules 2025 dataset. Energies are from wB97M-V/def2-TZVPD.

Structure (XYZ):
```
78
Properties=species:S:1:pos:R:3:forces:R:3:mulliken_charge:R:1
Ge 0.537 -2.224 -0.151 -0.1173 -0.1149 -0.1762 0.00
K 1.079 1.048 0.795 0.6233 -0.2333 -0.3001 0.52
Si 0.273 1.257 -2.829 0.0571 -0.0916 0.0230 0.04
O -5.076 3.630 5.844 -0.0320 -0.0166 -0.0307 -0.51
O -5.177 1.542 4.855 0.0154 0.0665 -0.0236 -0.49
O -1.232 1.225 1.538 -0.6680 0.0962 0.2512 -0.88
O -0.022 3.036 2.069 -0.1252 0.1337 0.0544 -0.87
N 3.628 1.083 0.226 0.3271 0.0422 0.0082 -0.95
C -3.124 1.800 3.488 0.0372 0.0565 -0.0439 -1.22
C 3.728 0.579 2.590 0.0987 0.0251 -0.0302 -0.36
C 5.559 1.750 1.500 0.0558 0.0458 0.0621 -0.54
C -1.866 0.080 -4.382 -0.0277 -0.0309 -0.0518 -0.45
C 0.021 -4.559 1.683 0.0689 -0.0471 0.0154 -0.11
C -5.778 2.391 5.817 0.0434 0.0080 0.0035 -0.22
C -1.345 3.588 -3.410 -0.0008 0.0653 -0.0268 -0.34
C -2.088 2.692 3.185 -0.0113 0.0390 0.0339 -0.36
C -0.250 -1.959 -5.338 0.0054 0.0940 -0.0195 -0.19
C -3.001 4.361 4.704 0.0158 -0.0487 -0.0355 -0.87
C 1.257 -3.687 -2.691 -0.0481 -0.0692 0.0642 -0.02
C -1.582 -1.897 -5.718 -0.0179 -0.0589 -0.0487 -0.50
C 0.806 5.325 -3.209 0.0195 -0.0631 0.0199 -0.57
C 4.405 0.687 3.783 -0.0447 -0.0566 0.0731 -0.59
C -0.564 -3.546 0.921 -0.0218 0.0378 -0.0393 0.17
C -0.077 3.065 -3.137 0.0175 -0.0931 -0.0013 0.69
C 0.274 -0.996 -4.488 -0.0827 0.0521 -0.1053 -0.60
C 4.265 1.130 1.365 -0.1048 -0.0072 -0.1563 0.84
C -2.032 3.941 3.786 -0.0270 -0.0234 0.0479 -0.48
C 3.233 -5.277 -1.607 0.0301 -0.0207 0.0049 -0.65
C 6.199 1.832 2.715 0.0794 0.0363 -0.0160 -0.19
C -1.955 -3.426 1.013 -0.0187 0.0156 0.0119 -0.27
C -0.730 -5.418 2.476 0.0127 -0.0250 0.0162 -0.65
C -4.059 2.223 4.395 -0.0405 -0.0598 0.0182 1.25
C -0.520 0.050 -4.006 0.0503 0.0463 0.0370 0.88
C 2.521 -4.391 -0.808 0.0728 0.0366 0.0516 -0.04
C 1.505 -3.576 -1.316 -0.0131 0.0202 -0.0471 -0.37
C -0.457 5.820 -3.501 -0.0239 0.0708 -0.0127 -0.35
C -4.003 3.467 4.987 0.0204 0.0392 0.0259 1.02
C 1.974 -4.555 -3.506 -0.0187 0.0145 0.0297 -0.43
C -1.016 2.283 2.173 -0.2351 0.1091 0.0747 0.88
C -1.533 4.948 -3.599 -0.0048 -0.0377 0.0095 -0.64
C -2.109 -5.278 2.548 -0.0094 0.0017 0.0007 -0.30
C 2.967 -5.363 -2.967 0.0034 -0.0042 -0.0133 -0.44
C 0.992 3.962 -3.028 -0.0231 0.0856 0.0098 -0.33
C -2.718 -4.269 1.812 -0.0130 -0.0115 0.0044 -0.52
C 5.649 1.314 3.890 -0.0322 -0.0107 -0.0092 -0.64
C -2.391 -0.877 -5.236 0.0037 0.0404 0.0439 -0.62
H 6.019 2.162 0.609 -0.0012 0.0064 -0.0148 0.35
H 0.382 -2.767 -5.684 -0.0087 -0.0107 -0.0053 0.28
H 2.777 0.057 2.561 0.1036 -0.0589 0.0415 0.28
H -2.203 2.931 -3.467 0.0033 -0.0093 0.0006 0.16
H -2.966 5.336 5.172 -0.0001 0.0102 0.0130 0.40
H 6.166 1.388 4.838 0.0039 0.0003 0.0091 0.33
H -1.996 -2.656 -6.373 0.0017 0.0047 -0.0013 0.37
H -3.794 -4.138 1.858 0.0009 -0.0047 0.0024 0.33
H -2.455 -2.651 0.443 0.0114 0.0131 -0.0097 0.29
H -0.233 -6.197 3.046 -0.0094 0.0004 0.0039 0.34
H -2.525 5.329 -3.809 0.0035 0.0119 0.0003 0.36
H -5.718 1.922 6.806 -0.0247 0.0060 -0.0050 0.24
H 1.309 -1.073 -4.178 0.0147 0.0234 -0.0003 0.28
H 1.648 5.999 -3.112 -0.0037 0.0105 -0.0019 0.36
H -2.701 -5.941 3.171 0.0022 0.0000 -0.0001 0.33
H 3.528 -6.045 -3.597 -0.0028 0.0001 0.0024 0.34
H -2.525 0.846 -3.992 0.0081 0.0033 0.0013 0.23
H -1.199 4.578 3.520 0.0100 0.0224 -0.0005 0.42
H -3.151 0.834 3.004 -0.0059 -0.0289 -0.0141 0.55
H -6.818 2.577 5.535 -0.0166 -0.0217 0.0410 0.22
H 4.011 -5.892 -1.167 0.0014 -0.0035 -0.0100 0.34
H 1.100 -4.690 1.658 -0.0675 0.0055 0.0234 0.08
H 3.944 0.260 4.669 0.0130 0.0054 0.0017 0.30
H 1.982 3.589 -2.788 0.0097 -0.0187 0.0034 0.35
H 0.469 -3.086 -3.130 0.0388 -0.1132 0.1268 0.38
H 2.783 -4.321 0.244 0.0110 0.0113 -0.0567 0.37
H -0.621 -1.979 -1.236 0.0201 0.0106 0.0142 -0.19
H 1.741 1.062 -2.868 -0.0132 -0.0034 0.0331 -0.07
H 7.172 2.318 2.750 -0.0013 -0.0009 0.0076 0.28
H -3.438 -0.836 -5.512 -0.0032 -0.0109 -0.0041 0.36
H 1.748 -4.610 -4.568 0.0057 -0.0116 -0.0096 0.26
H -0.605 6.885 -3.637 -0.0008 -0.0035 0.0002 0.35
```
Forces are in eV/Å.

Output
- Total charge: -2
- Frontier orbital gap (spin up / spin down): 4.4 / 4.6 eV